# C44H95BrN12O14PS2Si

A 8-piece molecular cluster, C44H95BrN12O14PS2Si overall at a distorted geometry (ωB97M-V/def2-TZVPD, the OMol25 dataset).

Structure (XYZ):
```
170
Properties=species:S:1:pos:R:3
C 3.2703 -1.3113 -4.0464
C 2.1426 -0.4785 -4.6026
O 1.0318 -0.9595 -4.7875
O 2.3905 0.8190 -4.9643
C 3.0452 1.6261 -3.9984
C 2.3993 1.6026 -2.6321
C 0.8896 1.8273 -2.6669
C 0.3396 2.4081 -1.3734
C 0.8115 1.7418 -0.0852
N 0.9398 2.8395 0.9354
C 1.0379 2.4113 2.2118
N 0.8748 3.2953 3.1637
Br 1.1058 2.8916 4.9466
N 1.3243 1.1044 2.5740
P 3.0228 0.7831 2.2103
N 3.8497 0.3619 3.4484
C 0.3177 0.1834 1.9269
C -0.9238 0.3131 2.8444
N -2.0507 -0.4790 2.4100
C 0.7408 -1.2749 1.9942
C 1.1742 -1.7626 3.3925
O 2.4167 -2.4312 3.3139
Si 2.4122 -4.0577 2.8873
C 2.1439 -4.3618 1.0470
C 4.1311 -4.6839 3.2715
C 1.1590 -5.0695 3.8513
C -0.0993 0.6450 0.4908
S -0.1995 -0.6685 -0.7682
C -1.9717 -0.9983 -0.7939
C -2.2226 -1.9476 -1.9361
O -1.3718 -2.2331 -2.7490
O -3.4790 -2.4223 -1.9095
C -3.9059 -3.0703 -3.1089
C -4.5280 -2.0982 -4.0898
C -5.8320 -1.5539 -3.5043
O -3.6064 -1.0603 -4.4125
C -3.6554 -0.5188 -5.6639
O -2.6498 0.0022 -6.1294
C -4.9612 -0.4829 -6.4325
S -5.7848 1.1205 -6.2409
H 3.9400 -0.7841 -3.3800
H 2.8028 -2.1081 -3.4851
H 3.8160 -1.7836 -4.8517
H 3.0072 2.6534 -4.3357
H 4.1006 1.3745 -3.8909
H 2.5852 0.6372 -2.1536
H 2.8924 2.3333 -1.9961
H 0.6851 2.5458 -3.4554
H 0.3913 0.9151 -2.9551
H -0.7427 2.3717 -1.3933
H 0.6187 3.4558 -1.3230
H 1.8142 1.3333 -0.2154
H 1.7368 3.4290 0.7176
H 0.6478 4.2484 2.9219
H 3.0859 -0.1189 1.1328
H 3.4932 2.0098 1.6773
H 3.2547 0.2931 4.2641
H -0.6174 0.1127 3.8705
H -1.2484 1.3526 2.8434
H -1.9526 -1.4033 2.8013
H -2.9104 -0.0582 2.7239
H -0.1124 -1.8721 1.7121
H 1.5036 -1.5139 1.2675
H 0.3991 -2.3951 3.8206
H 1.2930 -0.9328 4.0843
H 3.0671 -4.2600 0.4922
H 1.3598 -3.7653 0.5914
H 1.8193 -5.3953 0.9620
H 4.1325 -5.7383 3.0067
H 4.8663 -4.2149 2.6292
H 4.3913 -4.5822 4.3168
H 1.4409 -6.1082 3.7381
H 0.1772 -4.9573 3.4012
H 1.1529 -4.7700 4.8930
H -1.1025 1.0575 0.5559
H -2.5532 -0.0932 -0.9109
H -2.2997 -1.4723 0.1220
H -4.7073 -3.7382 -2.8234
H -3.1324 -3.6886 -3.5415
H -4.7651 -2.6951 -4.9671
H -6.3167 -0.8589 -4.1678
H -6.4751 -2.4054 -3.3434
H -5.5830 -1.0909 -2.5571
H -5.6459 -1.2878 -6.2130
H -4.6925 -0.5428 -7.4749
H -5.4258 1.5483 -5.0227
C 1.2530 -3.1519 7.9527
O 1.9278 -4.1002 7.6085
N 1.5354 -1.8683 7.6614
C 0.6875 -0.7737 8.0822
C 2.7353 -1.5736 6.8876
H 0.3254 -3.2693 8.5403
H 0.3321 -0.2436 7.1926
H 1.2489 -0.0799 8.7126
H -0.1696 -1.1439 8.6406
H 2.6797 -2.0792 5.9207
H 3.6116 -1.9399 7.4165
H 2.8272 -0.5007 6.7398
C 4.3545 -0.7652 9.9537
O 4.6509 -0.0244 9.0341
N 3.9096 -0.3565 11.1531
C 3.5722 -1.2927 12.2098
C 3.7675 1.0697 11.3949
H 4.4311 -1.8630 9.8725
H 2.5240 -1.1788 12.4925
H 4.1964 -1.1109 13.0860
H 3.7350 -2.3125 11.8690
H 3.0669 1.5036 10.6802
H 4.7288 1.5681 11.2714
H 3.4018 1.2323 12.4048
C -4.5034 2.4906 1.4768
O -3.5063 1.9512 1.9413
N -4.5751 3.0974 0.2894
C -5.8008 3.7193 -0.1862
C -3.3950 3.1341 -0.5513
H -5.4547 2.5160 2.0294
H -6.1207 3.2488 -1.1166
H -5.6350 4.7823 -0.3642
H -6.5880 3.6055 0.5547
H -3.0756 2.1174 -0.7810
H -2.5791 3.6416 -0.0332
H -3.6174 3.6582 -1.4764
C -9.1368 -1.0092 -2.5042
O -8.7370 -1.1178 -3.6459
N -10.0229 -1.8361 -1.9231
C -10.4647 -1.6574 -0.5539
C -10.5541 -2.9436 -2.7025
H -8.7953 -0.2005 -1.8340
H -10.2150 -2.5384 0.0405
H -11.5450 -1.5058 -0.5239
H -9.9770 -0.7892 -0.1164
H -9.7432 -3.5945 -3.0298
H -11.0644 -2.5665 -3.5884
H -11.2528 -3.5126 -2.0957
C 3.7685 5.6258 -3.4170
O 3.0222 4.6592 -3.4562
N 4.9214 5.7231 -4.0874
C 5.7660 6.9020 -4.0063
C 5.3375 4.6096 -4.9273
H 3.5400 6.5198 -2.8141
H 5.8849 7.3453 -4.9956
H 6.7492 6.6319 -3.6184
H 5.3166 7.6378 -3.3440
H 4.5868 4.4182 -5.6943
H 5.4470 3.7076 -4.3248
H 6.2861 4.8457 -5.4001
C -4.7870 0.8073 -10.4269
O -6.0010 0.7681 -10.4426
N -3.9955 0.5417 -11.4810
C -2.5497 0.6026 -11.3919
C -4.6179 0.1838 -12.7450
H -4.2193 1.0690 -9.5156
H -2.1604 1.3431 -12.0933
H -2.1167 -0.3711 -11.6296
H -2.2507 0.8823 -10.3841
H -5.2685 0.9902 -13.0836
H -5.2257 -0.7128 -12.6227
H -3.8482 0.0017 -13.4900
C 9.3630 -0.0631 3.2296
O 10.4396 0.1990 2.7331
N 8.2443 -0.3267 2.5296
C 6.9749 -0.6295 3.1701
C 8.3187 -0.3049 1.0808
H 9.2097 -0.1034 4.3214
H 6.6375 -1.6246 2.8702
H 6.2240 0.0994 2.8807
H 7.0828 -0.6070 4.2518
H 9.0456 -1.0379 0.7295
H 8.6389 0.6792 0.7351
H 7.3411 -0.5370 0.6644
```

As for the gap between HOMO and LUMO: 0.246 Eh. As for the net charge: +1. Its spin multiplicity is 1. The value obtained for the HOMO energy is -10.2 eV. For the LUMO energy, the calculation gives -3.4923 eV. The value obtained for the total energy is -7444.99188 Ha.

Mulliken population analysis, charges in e, atoms 1 to 5: number 1, C, carries -1.010; number 2, C, carries 0.693; number 3, O, carries -0.469; number 4, O, carries -0.342; number 5, C, carries -1.173

=====

# C44H54AsN8O6STi

C44H54AsN8O6STi as an isolated structure at a distorted geometry (ωB97M-V/def2-TZVPD, the OMol25 dataset).

Structure (XYZ):
```
115
Properties=species:S:1:pos:R:3
Ti 0.0000 0.0000 0.0000
C -0.8399 3.5993 -5.0763
C -1.8537 2.9195 -4.1655
C -1.3770 1.5917 -3.6602
C -1.6768 0.3919 -4.1902
C -2.5230 -0.0098 -5.3394
C -1.6967 -0.3326 -6.5754
C -1.0012 -0.4982 -3.2422
N -0.4277 0.0609 -2.2439
C -0.4951 1.4174 -2.4951
C 0.1074 2.4322 -1.8442
C 1.1723 2.4820 -0.7786
C 1.5389 3.6120 -0.0290
C 1.1698 5.0414 -0.2564
C 2.2603 5.7775 -1.0171
C 2.2269 3.0681 1.1053
C 2.1915 1.6836 0.8929
C 2.4302 0.6227 1.9274
C 2.1332 -0.6904 1.9484
N 1.4548 -1.4409 1.0066
C 1.5633 -2.6532 1.4043
C 1.0925 -3.7410 0.5993
C 0.5714 -3.4121 -0.5963
N 0.3910 -2.1683 -1.2637
C -0.3588 -2.5949 -2.4000
C -0.9903 -1.9244 -3.3824
C -0.5335 -4.0476 -2.4461
C 0.0281 -4.5422 -1.3529
C 0.0074 -5.9828 -0.9117
C 1.3215 -6.7027 -1.1808
C -1.3275 -4.8195 -3.4674
C -0.5265 -5.1344 -4.7218
C 2.1898 -2.8622 2.7137
C 2.5118 -1.5995 3.0371
C 3.1508 -1.1591 4.3196
C 4.6596 -0.9948 4.1941
C 2.3179 -4.1458 3.4458
C 3.5104 -4.9645 2.9738
N 1.9929 1.5102 -0.4035
C 2.7298 3.8004 2.3061
C 4.2473 3.8963 2.3065
H -1.2363 4.5570 -5.4291
H -0.6221 2.9823 -5.9543
H 0.1037 3.7983 -4.5590
H -2.7895 2.7996 -4.7235
H -2.1078 3.5792 -3.3275
H -3.2310 0.7871 -5.5916
H -3.1401 -0.8745 -5.0700
H -1.1134 0.5361 -6.8986
H -2.3542 -0.6219 -7.4018
H -1.0029 -1.1595 -6.3933
H -0.1657 3.4307 -2.1523
H 0.9921 5.5317 0.7061
H 0.2265 5.1057 -0.8068
H 3.2065 5.7664 -0.4654
H 1.9737 6.8218 -1.1761
H 2.4383 5.3207 -1.9967
H 2.9029 1.0360 2.8065
H 1.1633 -4.7367 0.9927
H -1.5289 -2.3675 -4.1976
H -0.7855 -6.5426 -1.4165
H -0.2589 -6.0627 0.1489
H 1.5529 -6.7100 -2.2510
H 1.2517 -7.7428 -0.8453
H 2.1592 -6.2369 -0.6533
H -2.2503 -4.2897 -3.7307
H -1.6904 -5.7660 -3.0553
H -0.1792 -4.2255 -5.2219
H -1.1484 -5.6914 -5.4304
H 0.3464 -5.7516 -4.4851
H 2.9505 -1.8867 5.1145
H 2.6988 -0.2250 4.6733
H 5.1363 -1.9375 3.9049
H 5.0842 -0.6850 5.1545
H 4.9263 -0.2376 3.4503
H 1.3989 -4.7335 3.3387
H 2.4240 -3.9651 4.5210
H 3.4308 -5.2225 1.9131
H 3.5724 -5.8985 3.5418
H 4.4480 -4.4182 3.1214
H 2.3827 3.2921 3.2121
H 2.3065 4.8087 2.3335
H 4.7119 2.9048 2.3288
H 4.5917 4.4497 3.1858
H 4.6116 4.4157 1.4135
O -2.4842 0.4869 1.6222
As -2.0312 2.1825 2.1769
O -1.9432 3.1744 0.8684
O -0.5664 1.5281 1.2783
C -3.8551 2.2377 1.3738
C -4.8506 2.7211 2.2384
C -6.1785 2.8262 1.8247
C -6.5399 2.4489 0.5344
C -5.5748 1.9660 -0.3481
C -4.2319 1.8534 0.0438
S -3.0797 1.2028 -1.1928
O -3.4189 1.7364 -2.5928
O -3.2912 -0.3042 -1.4004
O -1.3788 1.3979 -1.0582
H -2.5460 -0.0437 2.4571
H -4.5924 3.0206 3.2463
H -6.9296 3.2012 2.5079
H -7.5713 2.5302 0.2165
H -5.8773 1.6759 -1.3464
N -0.2627 -0.5375 6.6527
C -0.4252 -0.5184 5.2462
N -1.6385 -1.0103 4.6791
N 0.5296 -0.0558 4.5084
C 0.4395 -0.0071 3.1245
N 0.3246 0.0158 1.9754
H -1.0126 -0.9025 7.2571
H 0.6046 -0.1878 7.0852
H -2.3831 -1.3733 5.2898
H -1.8054 -1.0181 3.6624
H -1.4785 -0.8240 0.4846
```

As for the gap between HOMO and LUMO (alpha / beta): 0.142 / 0.143 Eh. As for the net charge: -2. Its spin multiplicity is 2. The value obtained for the HOMO energy (alpha / beta) is 0.0 / -0.1 eV. Its expectation value of S² is 0.766. For the LUMO energy (alpha / beta), the calculation gives 3.8485 / 3.8463 eV. The value obtained for the total energy is -6081.36677 Ha.

Mulliken population analysis, charges in e, atoms 1 to 5: number 1, Ti, carries -0.612; number 2, C, carries -1.407; number 3, C, carries -1.318; number 4, C, carries 0.698; number 5, C, carries 0.763

=====

# C4H8O2

C4H8O2 as an isolated structure at a distorted geometry (ωB97M-V/def2-TZVPD, the OMol25 dataset).

Structure (XYZ):
```
14
Properties=species:S:1:pos:R:3
C -2.4845 0.6803 -0.4790
C -0.7754 -0.6658 0.2248
C 0.4535 0.1440 -0.0102
O 0.4170 1.3355 -0.2515
C 1.8220 -0.5254 0.0913
O 2.8376 0.4193 -0.0332
H -2.9270 0.8915 0.5055
H -1.8914 -0.3756 -0.6059
H -1.9135 1.5668 -0.7830
H -0.6384 -1.7234 -0.0702
H -1.0690 -0.6577 1.2720
H 1.8939 -1.0494 1.0576
H 1.8942 -1.2978 -0.6930
H 2.3808 1.2578 -0.2252
```

As for the gap between HOMO and LUMO: 0.316 Eh. The value obtained for the relative energy (zero: lowest compared OMol25 entry of this formula, charge and spin) is 123.6 kcal per mole. As for the net charge: 0. Its spin multiplicity is 1. The value obtained for the HOMO energy is -8.8 eV. For the LUMO energy, the calculation gives -0.2345 eV. The value obtained for the total energy is -307.51541 Ha.

Mulliken population analysis, charges in e, atoms 1 to 5: number 1, C, carries -0.645; number 2, C, carries -1.000; number 3, C, carries 0.927; number 4, O, carries -0.619; number 5, C, carries -0.499